63
Properties=species:S:1:pos:R:3 method="wB97M-V/def2-TZVPD" largest_force_ev_per_a=3.57 e_tot_ev=-31117.6081 lumo_ev="0.83 / -1.14" s_squared=8.80 gap_ev="5.5 / 6.6" spin_multiplicity=6
O -0.550 1.513 -1.811
C 0.546 2.327 -2.218
C -0.310 3.594 -2.341
H 0.956 1.998 -3.159
H 1.280 2.307 -1.421
C -1.522 2.620 -1.766
H -0.252 3.921 -3.408
H 0.010 4.392 -1.642
C -2.702 1.977 -2.505
H -2.400 1.601 -3.507
H -3.539 2.664 -2.580
H -3.033 1.081 -1.943
C -1.943 3.167 -0.378
H -1.088 3.549 0.192
H -2.524 2.489 0.262
H -2.585 4.085 -0.461
Ru 0.127 -0.250 1.724
C 0.805 1.945 3.305
C 1.417 0.659 3.085
C 2.000 0.721 1.727
H 1.717 -0.058 3.837
C 1.569 1.959 1.144
C 0.932 2.723 2.146
H 0.708 3.792 2.064
H 0.446 2.277 4.275
H 2.823 0.095 1.401
H 1.802 2.284 0.146
C -1.458 -0.174 3.291
C -2.202 0.874 2.662
C -2.684 0.408 1.423
H -2.398 1.848 3.114
C -2.072 -0.843 1.138
C -1.479 -1.307 2.378
H -1.285 -2.325 2.650
H -1.095 -0.188 4.313
H -3.515 0.830 0.866
H -2.107 -1.396 0.209
O -0.144 -0.856 -2.974
C -0.461 -0.401 -4.342
C 0.241 -1.322 -5.398
H -0.108 0.637 -4.491
H -1.561 -0.342 -4.532
C 1.115 -2.282 -4.548
H 0.769 -0.689 -6.129
H -0.531 -1.853 -5.941
C 0.764 -1.975 -3.087
H 2.175 -2.090 -4.734
H 0.983 -3.342 -4.774
H 1.617 -1.666 -2.500
H 0.350 -2.843 -2.564
C 0.755 -3.907 3.190
C 1.327 -2.507 3.059
C 2.787 -2.607 3.470
C 1.086 -1.994 1.618
H 1.185 -4.551 2.424
H -0.324 -3.949 3.109
H 1.004 -4.294 4.181
H 0.810 -1.813 3.757
H 3.374 -3.200 2.774
H 3.277 -1.656 3.610
H 2.806 -3.095 4.452
H 1.995 -1.976 1.030
H 0.309 -2.589 1.129